[1]
Below is a 2-piece molecular cluster, C3H7O3S overall at a distorted geometry, with properties calculated with ωB97M-V/def2-TZVPD.

Output
**Charge**: -1
**ΔE to the lowest compared entry with this formula, charge and spin**: 0.452 eV

Cartesian coordinates (Å):
O  -0.18880  -0.58080  0.44877
C  0.80991  0.04417  0.83057
O  0.97114  0.87714  1.74783
C  2.16892  -0.35064  0.12971
C  2.07804  -0.83239  -1.31082
S  2.38555  0.52049  -2.54954
H  2.39478  -1.25631  0.71336
H  2.97705  0.35598  0.27522
H  1.10116  -1.15480  -1.61971
H  2.85247  -1.54453  -1.52132
H  2.86960  1.53054  -1.82156
H  -6.89474  0.15789  1.13864
H  -6.61677  1.54105  1.58967
O  -6.90830  0.69221  1.94918

***

[2]
Below is H18O9 as an isolated structure at a distorted geometry, with properties calculated with ωB97M-V/def2-TZVPD.

Output
**ΔE to the lowest compared entry with this formula, charge and spin**: 9.150 eV

Cartesian coordinates (Å):
O  -11.50456  -6.02413  -18.74941
H  -12.35191  -5.82645  -18.35048
H  -11.03739  -5.18868  -18.74692
O  -8.58254  -7.11476  -18.13784
H  -8.45233  -7.62669  -18.93610
H  -7.96267  -7.48672  -17.51043
O  -7.44330  -7.60213  -16.53111
H  -7.54082  -6.98230  -15.80825
H  -7.84294  -8.41038  -16.20977
O  -12.64736  -7.77710  -17.25394
H  -11.81747  -7.30538  -17.18323
H  -13.09863  -7.59368  -16.42996
O  -10.67846  -3.91867  -18.74905
H  -10.69364  -3.86523  -17.79346
H  -9.77449  -3.71222  -18.98663
O  -9.00043  -4.91995  -15.44679
H  -9.19390  -5.21805  -14.55801
H  -9.31093  -5.62851  -16.01050
O  -9.89794  -6.29719  -16.54592
H  -9.35497  -6.86295  -17.09487
H  -10.43116  -5.80060  -17.16666
O  -10.06962  -6.75893  -14.08363
H  -9.92446  -7.46513  -13.45399
H  -9.81160  -7.13210  -14.92649
O  -11.58868  -4.42875  -16.71274
H  -10.90382  -4.81000  -16.16333
H  -12.12523  -5.17506  -16.97989

***

[3]
Below is C18H48FLiO6 as an isolated structure, with properties calculated with ωB97M-V/def2-TZVPD.

Output
**ΔE to the lowest compared entry with this formula, charge and spin**: 0.000 eV

Cartesian coordinates (Å):
Li  -15.75125  0.80187  -16.22454
F  -13.99481  1.54746  -16.46351
C  -10.73001  3.11824  -14.84974
C  -11.79820  2.78766  -13.81220
C  -11.66924  3.62761  -12.56801
O  -13.09457  3.02697  -14.31120
H  -10.98639  2.69578  -15.82460
H  -9.74600  2.76379  -14.54075
H  -10.67800  4.20359  -14.98742
H  -11.70703  1.72653  -13.52471
H  -11.72999  4.67973  -12.85605
H  -10.77841  3.39191  -11.99263
H  -12.55378  3.44625  -11.95188
H  -13.27788  2.50346  -15.10642
C  -15.56415  -0.30169  -19.01581
C  -16.25198  -1.42992  -18.27403
C  -15.38174  -2.68103  -18.16790
O  -16.58925  -0.95561  -16.93922
H  -14.87379  0.27205  -18.40068
H  -16.31188  0.39208  -19.40709
H  -15.02367  -0.71038  -19.87091
H  -17.19505  -1.66480  -18.77753
H  -15.69551  -3.32471  -17.34812
H  -14.35224  -2.35895  -17.96960
H  -15.35174  -3.20601  -19.12201
H  -17.03938  -1.66519  -16.47266
C  -10.21429  0.68247  -18.56859
C  -11.60549  0.17699  -18.89933
C  -11.55831  -1.05646  -19.79733
O  -12.29182  -0.16029  -17.70092
H  -10.26114  1.54117  -17.89339
H  -9.67219  1.03424  -19.45224
H  -9.63218  -0.10873  -18.09364
H  -12.14655  0.96203  -19.43965
H  -10.61928  -1.12678  -20.34704
H  -12.38585  -1.07386  -20.50885
H  -11.63885  -1.96688  -19.19755
H  -12.85931  0.58869  -17.44381
C  -17.79556  3.55264  -19.08999
C  -18.00764  2.81690  -17.78863
C  -19.05880  1.74757  -17.89170
O  -16.80221  2.19812  -17.32003
H  -17.17664  4.43838  -18.93979
H  -18.77062  3.93683  -19.41061
H  -17.36482  2.92585  -19.86939
H  -18.32319  3.56001  -17.04395
H  -20.05316  2.18583  -17.78708
H  -18.94104  1.02537  -17.08545
H  -19.01277  1.24222  -18.85845
H  -16.05284  2.82471  -17.36975
C  -12.89740  5.49909  -17.66378
C  -13.92072  4.66327  -18.41969
C  -13.21628  3.68234  -19.34859
O  -14.72192  3.96637  -17.46992
H  -12.41178  6.21868  -18.32657
H  -12.18154  4.85707  -17.15564
H  -13.43412  6.08721  -16.91576
H  -14.60261  5.32416  -18.95449
H  -12.76220  4.21942  -20.18401
H  -13.90830  2.96142  -19.79975
H  -12.48245  3.10272  -18.78749
H  -14.28903  3.15181  -17.14182
C  -12.35291  -1.51789  -14.49775
C  -13.86963  -1.67200  -14.56937
C  -14.44427  -2.33021  -13.34055
O  -14.49778  -0.39994  -14.68608
H  -11.87202  -2.49835  -14.44391
H  -12.04408  -0.93576  -13.62622
H  -11.97547  -1.03789  -15.40461
H  -14.07118  -2.28886  -15.45817
H  -15.53036  -2.37832  -13.41841
H  -14.20262  -1.70792  -12.47561
H  -14.01853  -3.32130  -13.19365
H  -13.91664  0.19775  -15.18761

***

[4]
Below is C14H12BrI2N2O4Zn as an isolated structure, with properties calculated with ωB97M-V/def2-TZVPD.

Output
**Charge**: +1
**ΔE to the lowest compared entry with this formula, charge and spin**: 0.877 eV

Cartesian coordinates (Å):
Zn  -1.02927  -0.59819  -1.22192
I  -2.69370  -1.00462  -4.11081
C  -4.16281  -1.15848  -2.62047
I  -3.67381  -0.00565  -0.89280
H  -4.26898  -2.18059  -2.28013
H  -5.09211  -0.73208  -2.97763
C  -0.48095  4.75603  -0.46679
C  0.19695  3.45452  -0.78850
C  1.56738  3.36362  -1.01111
C  2.15815  2.15158  -1.31855
C  1.35260  1.03328  -1.39044
Br  2.05342  -0.63456  -1.85621
N  0.03080  1.08891  -1.16336
C  -0.52733  2.28098  -0.87886
H  0.23769  5.57124  -0.43645
H  -0.97661  4.70780  0.50279
H  -1.23383  4.99837  -1.21645
H  2.18112  4.25337  -0.95098
H  3.21735  2.06602  -1.50635
H  -1.59891  2.28393  -0.72247
O  0.86688  -3.75840  -1.26055
C  0.07759  -2.99436  -0.77082
O  -0.91763  -2.43780  -1.45524
C  0.23424  -2.52462  0.66107
C  -0.80090  -1.94208  1.39279
C  -0.59066  -1.47478  2.68483
C  0.66533  -1.57537  3.25787
C  1.67555  -2.16580  2.52118
C  1.49035  -2.65572  1.24848
N  3.02690  -2.26611  3.12839
O  3.15892  -1.82695  4.25026
O  3.89995  -2.75966  2.45079
H  -1.80644  -1.91752  0.97720
H  -1.40682  -1.05042  3.25358
H  0.86902  -1.22011  4.25686
H  2.30056  -3.12575  0.71080

***

[5]
Below is C24H26CuN4Si as an isolated structure at a distorted geometry, with properties calculated with ωB97M-V/def2-TZVPD.

Output
**Spin multiplicity**: 2
**ΔE to the lowest compared entry with this formula, charge and spin**: 10.989 eV

Cartesian coordinates (Å):
C  -3.70830  0.16932  -0.04187
C  -2.77171  -0.74036  -0.60075
C  -2.21536  -1.53986  0.50262
H  -2.64172  -1.02729  -1.65892
C  -2.81669  -1.02009  1.72975
C  -3.73611  -0.01165  1.37375
H  -4.33215  0.58537  2.06744
H  -4.30288  0.85089  -0.63243
H  -1.73656  -2.53133  0.39976
H  -2.58689  -1.43874  2.71938
Cu  -1.02598  0.18316  0.09859
C  3.61162  1.81995  -0.85024
H  3.58550  0.94698  -1.57096
H  3.11964  2.66392  -1.45016
H  4.29762  2.73511  -1.06777
Si  -0.03704  -1.63333  -0.03210
C  1.23971  -1.57912  -1.55989
C  0.21886  -2.16072  -2.35337
H  -0.84695  -2.14759  -2.03935
C  0.50466  -2.96561  -3.47368
H  -0.31371  -3.52895  -3.98107
C  1.86901  -3.03779  -3.86399
H  2.10819  -3.64672  -4.74661
C  2.90242  -2.31228  -3.20886
H  3.95798  -2.39102  -3.57776
C  2.57538  -1.53443  -2.05013
H  3.37853  -0.99418  -1.53572
C  1.19559  -1.83578  1.36387
C  2.24761  -2.78406  1.21786
H  2.80589  -2.81439  0.27633
C  2.43488  -3.74619  2.23075
H  3.11318  -4.60956  2.05906
C  1.68151  -3.60337  3.42731
H  1.80045  -4.36706  4.20083
C  0.82137  -2.50738  3.68326
H  0.24279  -2.42176  4.63177
C  0.65725  -1.56578  2.65385
H  0.00275  -0.70062  2.82216
H  4.50743  1.57039  -0.18605
H  2.96161  2.03991  -0.00777
N  -2.35079  4.32384  -0.97224
C  -2.87253  4.09029  -2.23189
C  -2.65509  2.75834  -2.49528
N  -2.01842  2.17181  -1.42172
C  -1.85980  3.13232  -0.50062
C  -1.23918  2.98910  0.80396
N  -0.77933  1.83619  1.30520
C  -0.18960  2.14467  2.52107
C  -0.30530  3.48551  2.77580
N  -0.96777  4.00575  1.67200
H  -2.35582  5.20145  -0.45883
H  -3.35351  4.85909  -2.81304
H  -2.90429  2.20025  -3.39377
H  0.30154  1.37590  3.09494
H  0.00694  4.07920  3.62173
H  -1.22640  4.97830  1.52380

***

[6]
Below is C23H26Ge2IMnN3S as an isolated structure, with properties calculated with ωB97M-V/def2-TZVPD.

Output
**Charge**: +2
**Spin multiplicity**: 6
**ΔE to the lowest compared entry with this formula, charge and spin**: 0.000 eV

Cartesian coordinates (Å):
Mn  0.31512  1.74042  0.14852
S  -1.85557  0.54070  -0.09519
C  -1.55876  1.19466  -1.73244
C  -2.44810  1.04111  -2.77916
C  -2.13430  1.64425  -3.98937
C  -0.95669  2.36860  -4.11615
C  -0.11825  2.46966  -3.02128
N  -0.41717  1.89700  -1.84898
H  -3.35786  0.47222  -2.65090
H  -2.80794  1.54599  -4.83011
H  -0.68923  2.84898  -5.04548
H  0.81686  3.01255  -3.07065
I  -1.76103  6.01207  3.96253
C  -0.50921  5.03944  2.67082
C  0.74315  5.44149  2.24176
N  1.20330  4.50362  1.40426
N  0.31207  3.50600  1.23932
C  -0.73673  3.83607  2.00396
H  1.33459  6.30968  2.47994
H  2.08878  4.48354  0.93075
H  -1.60459  3.19574  2.04621
C  0.65391  -1.35718  -3.28953
Ge  -0.08889  -2.51383  -1.90131
C  -1.88888  -3.10500  -2.33550
C  1.12685  -3.95779  -1.42339
Ge  -0.24496  -1.18519  0.14063
C  1.46059  -0.22355  0.60463
C  2.01366  -0.46710  1.87484
C  3.30943  -0.08181  2.17850
C  4.09401  0.57371  1.24070
C  3.58363  0.83859  -0.02247
C  2.28955  0.43379  -0.33940
C  -0.97628  -1.89164  1.77376
C  -1.38775  -3.22367  1.79923
C  -1.97372  -3.76018  2.93722
C  -2.15480  -2.96860  4.05992
C  -1.75249  -1.63837  4.04826
C  -1.16695  -1.10609  2.91250
H  0.61798  -1.86894  -4.25162
H  1.69728  -1.11636  -3.08650
H  0.08006  -0.43468  -3.38831
H  -1.86500  -3.74365  -3.21800
H  -2.53169  -2.25123  -2.55128
H  -2.33104  -3.67219  -1.51779
H  1.19531  -4.66918  -2.24618
H  0.78370  -4.49834  -0.54260
H  2.12676  -3.56983  -1.22895
H  1.42947  -0.97888  2.62976
H  3.71754  -0.30306  3.15583
H  5.10639  0.86055  1.48966
H  4.19319  1.32803  -0.77066
H  1.93642  0.57350  -1.36278
H  -1.25875  -3.86261  0.93257
H  -2.28894  -4.79432  2.94588
H  -2.61003  -3.38571  4.94771
H  -1.89665  -1.01981  4.92339
H  -0.85732  -0.06315  2.93293

***

Q: Which of these has the highest ΔE to the lowest compared entry with this formula, charge and spin?
A: C24H26CuN4Si

***

Q: ΔE to the lowest compared entry with this formula, charge and spin of number 3 (C18H48FLiO6)?
A: 0.000 eV